Computed, not measured: C2H3LiO2Sr as an isolated structure, with ωB97M-V/def2-TZVPD.

The HOMO energy (spin up / spin down) comes out at -0.19399 / -0.18055 Ha. As for the spin multiplicity: 1. The orbital gap (spin up / spin down) is 4.82 / 4.36 eV.

XYZ file:
```
9
Properties=species:S:1:pos:R:3:nbo_charge:R:1
H -1.3400 -0.2274 -1.4393 0.12
O -0.5158 -0.8278 0.8566 -1.11
C -0.6416 0.0667 -0.1675 -0.05
C 0.5140 0.7319 -0.4486 0.00
O 1.6105 0.5673 0.3222 -0.99
Li 0.7348 -2.2603 0.3929 0.64
Sr 1.0578 -0.1131 2.3123 1.24
H -2.0708 0.8376 -0.4107 -0.02
H 0.6512 1.2251 -1.4179 0.16
```